1.
This record from the OMol25 dataset describes a cluster of 2 separate species, C24H37NO9P in total in a non-equilibrium geometry. The level of theory is ωB97M-V/def2-TZVPD.

Last column: Mulliken charge in e.
Positions of all 72 atoms, in Å:
P 8.993 -2.766 2.927  1.054
O 4.401 0.058 -3.142  -0.333
O 9.249 -1.826 4.202  -0.302
O 8.347 -1.820 1.867  -0.305
O 8.269 -4.003 3.237  -0.664
O 6.091 0.072 -1.615  -0.519
O 3.055 1.256 1.158  -0.675
O 10.443 -2.960 2.314  -0.362
O 4.729 -0.210 1.193  -0.633
O 2.292 0.118 -4.035  -0.589
N -6.291 -1.535 -1.555  0.256
C -5.893 1.889 -0.400  -0.283
C 1.267 0.527 -1.144  -0.498
C -5.034 3.145 -0.185  -0.844
C -3.661 2.711 0.401  -0.742
C -7.477 0.236 -2.899  -0.859
C -5.705 -2.769 -1.516  -0.622
C 4.919 0.122 -1.853  0.146
C 0.913 2.015 -1.377  -0.789
C -1.413 1.619 -0.263  -0.702
C 3.027 0.151 -3.080  0.235
C -7.127 1.717 -2.658  -0.767
C 3.842 0.467 0.619  0.148
C -6.585 -2.312 0.505  -0.826
C -6.811 -1.283 -0.345  -0.076
C -0.187 2.550 -0.442  -0.912
C 7.025 -1.288 2.159  -0.464
C -5.847 -3.256 -0.274  -0.515
C 8.670 -2.216 5.450  -0.621
C 11.391 -3.663 3.107  -0.670
C -7.202 2.186 -1.191  -0.915
C -6.290 -0.749 -2.783  -0.567
C -2.731 2.294 -0.753  -0.146
C 3.771 0.305 -0.894  0.504
C 2.665 0.325 -1.633  0.223
H 6.367 -2.074 2.527  0.323
H -6.146 1.521 0.596  0.275
H -1.548 1.487 0.814  0.290
H -7.864 0.139 -3.917  0.345
H 1.825 2.569 -1.130  0.440
H -1.310 0.653 -0.752  0.411
H -8.014 1.638 -0.707  0.443
H -5.516 -4.200 0.133  0.406
H -6.379 -1.466 -3.600  0.579
H 7.604 -2.410 5.339  0.317
H -0.550 3.485 -0.887  0.376
H -5.341 1.129 -0.956  0.159
H 9.166 -3.106 5.837  0.275
H 7.110 -0.495 2.902  0.261
H 6.609 -0.878 1.252  0.118
H 0.732 2.211 -2.438  0.344
H -6.882 -2.390 1.535  0.456
H -7.339 -0.386 -0.070  0.281
H -7.821 2.332 -3.240  0.406
H 1.185 0.239 -0.099  0.522
H 8.808 -1.396 6.152  0.242
H -4.898 3.687 -1.125  0.402
H -6.122 1.909 -3.050  0.344
H 0.280 2.839 0.500  0.400
H -3.221 3.525 0.982  0.339
H -5.218 -3.250 -2.347  0.403
H -3.824 1.828 1.024  0.426
H -5.516 3.766 0.576  0.383
H 11.788 -3.004 3.882  0.249
H -2.549 3.141 -1.418  0.393
H -5.340 -0.226 -2.930  0.233
H -7.351 3.268 -1.188  0.425
H 0.586 -0.093 -1.739  0.498
H 12.206 -3.979 2.459  0.244
H -3.274 1.539 -1.335  -0.203
H 10.941 -4.545 3.568  0.330
H -8.287 -0.113 -2.252  0.500

Properties
Total energy (eV): -54699.0090
Molecular weight (g/mol): 514.532
Total charge: -1
Kohn-Sham gap (eV): 7.629

=====

2.
This record from the OMol25 dataset describes a structure of composition C24H38AsBaN7O2P2S4. The level of theory is ωB97M-V/def2-TZVPD.

Last column: Mulliken charge in e.
Positions of all 79 atoms, in Å:
Ba -0.042 -0.143 -0.425  0.875
As 3.031 0.492 -3.600  0.726
S -3.259 0.291 -0.794  -0.373
S -1.025 2.319 -2.338  -0.535
S -0.055 -2.410 -2.833  -0.478
S 2.548 1.506 -1.847  -0.394
P 0.097 -0.126 3.741  -0.798
P -2.851 1.574 -2.249  0.908
O -3.944 2.775 -2.208  -0.359
O -3.207 0.972 -3.695  -0.522
N -0.667 1.667 1.653  0.803
N -0.821 -1.867 1.619  0.726
N 1.933 -0.072 1.610  0.869
N 1.649 -2.455 -0.797  0.884
N -1.085 2.425 3.682  0.390
N -1.380 -2.498 3.647  0.441
N 2.867 -0.089 3.640  0.383
C -3.455 5.001 -1.409  -1.107
C 2.585 -3.000 -0.018  -0.330
C 1.750 -4.391 -2.191  -0.689
C 1.679 -0.197 2.933  -0.594
C 3.281 0.119 1.496  -0.869
C -0.755 1.320 2.935  -0.620
C 3.877 0.116 2.722  -0.582
C 2.991 -0.115 5.065  -0.828
C 2.734 -4.928 -1.392  -0.219
C -1.789 -3.493 2.796  -0.426
C -1.434 -3.086 1.545  -0.964
C 1.573 0.305 -4.839  -0.826
C 3.169 -4.227 -0.267  -0.957
C -1.520 -2.528 5.089  -0.917
C 1.195 -3.131 -1.875  -0.367
C -1.196 2.481 5.118  -0.878
C -5.584 0.403 -3.747  -0.968
C 3.798 -1.261 -3.371  -0.599
C -1.207 3.491 2.824  -0.464
C -3.960 3.619 -1.052  -0.148
C -4.156 -0.083 -3.882  -0.323
C -0.949 3.002 1.578  -0.916
C -0.790 -1.520 2.895  -0.645
C 4.395 1.453 -4.580  -1.140
H 4.042 -0.032 5.337  0.311
H -1.847 1.687 5.484  0.281
H -6.273 -0.405 -4.003  0.406
H 0.929 -0.497 -4.475  0.112
H 5.304 1.476 -3.982  0.336
H -0.542 -2.501 5.570  0.325
H 4.650 -1.173 -2.700  0.328
H -2.100 -1.677 5.442  0.284
H 3.742 0.264 0.531  0.352
H 4.587 0.971 -5.539  0.372
H 1.382 -4.913 -3.063  0.434
H 3.054 -1.920 -2.930  -0.119
H -5.767 1.248 -4.413  0.249
H -2.291 -4.376 3.153  0.381
H 4.044 2.472 -4.735  0.345
H -2.417 4.942 -1.737  0.177
H -0.216 2.362 5.588  0.286
H -3.517 5.660 -0.539  0.375
H 3.929 -4.620 0.394  0.439
H 4.903 0.240 3.024  0.386
H 4.113 -1.647 -4.341  0.424
H -3.961 -0.456 -4.888  0.338
H -2.035 -3.447 5.364  0.314
H 1.962 0.074 -5.831  0.396
H -5.782 0.719 -2.723  0.232
H -3.359 3.176 -0.254  0.111
H -4.052 5.430 -2.215  0.349
H -1.478 4.473 3.173  0.390
H -0.957 3.518 0.630  0.504
H 2.436 0.715 5.520  0.248
H 2.586 -1.046 5.474  0.272
H 3.162 -5.894 -1.635  0.361
H 2.874 -2.404 0.842  0.202
H -4.994 3.653 -0.701  0.308
H -1.620 3.442 5.402  0.308
H -3.946 -0.880 -3.167  0.282
H 1.018 1.242 -4.844  0.289
H -1.585 -3.585 0.601  0.441

Properties
Total energy (eV): -163488.9286
Molecular weight (g/mol): 859.081
Energy relative to the best compared isomer or geometry (same formula, charge and spin) (kcal per mole): 0.0
Total charge: -1
Expectation value of S²: 0.758
Multiplicity: 2
Kohn-Sham gap (alpha / beta) (eV): 3.609 / 6.749

=====

3.
This record from the OMol25 dataset describes a cluster of 11 separate species, C24H38B2Cl20N2O7 in total in a non-equilibrium geometry. The level of theory is ωB97M-V/def2-TZVPD.

Last column: Mulliken charge in e.
Positions of all 93 atoms, in Å:
Cl -1.996 4.709 2.809  -0.101
Cl 4.898 8.467 -1.608  -0.154
Cl -1.741 8.158 0.740  -0.147
Cl 8.217 0.954 -6.524  -0.158
Cl -3.712 5.622 6.422  -0.157
Cl -2.272 5.505 -0.347  -0.140
Cl -5.621 -5.854 0.501  -0.120
Cl 9.303 -3.482 -4.845  -0.183
Cl 9.715 -2.974 -2.004  -0.165
Cl -9.611 -1.521 -0.474  -0.184
Cl -0.018 4.167 4.881  -0.181
Cl -1.734 5.080 8.494  -0.134
Cl -7.213 -2.439 -1.855  -0.058
Cl 4.408 3.918 -1.583  -0.170
Cl 6.640 0.311 -4.158  -0.139
Cl -8.187 -3.508 -4.809  -0.145
Cl -4.263 -7.368 -1.588  -0.146
Cl 2.010 4.836 -0.202  -0.055
Cl -8.550 -6.223 -3.812  -0.135
Cl 3.388 7.938 0.829  -0.130
O 5.442 -3.942 0.569  -0.322
O -3.461 -1.314 2.425  -0.190
O 3.831 -1.611 1.763  -0.552
O -4.153 -1.007 -0.823  -0.592
O 2.733 -4.247 -2.291  -0.606
O 5.859 -2.968 -1.732  -0.344
O -3.014 -2.498 2.746  -0.331
N 0.704 -0.284 2.552  -0.553
N 3.505 -2.563 -0.641  0.144
C 7.104 -0.204 -5.784  -0.027
C 3.610 9.035 -0.539  -0.228
C -9.358 -4.775 -4.425  -0.271
C -1.468 7.056 -0.616  -0.061
C -1.329 -1.307 0.890  0.703
C 2.635 1.383 1.765  -0.766
C 6.594 -3.225 1.164  -0.442
C 3.773 4.940 -0.288  0.134
C -0.073 1.946 1.288  -0.024
C 0.990 -2.795 -0.773  0.070
C -1.741 4.224 4.490  0.099
C -4.187 -3.633 -1.383  -0.450
C -3.457 5.137 8.103  -0.249
C -0.561 -2.980 -1.270  -0.636
C 1.457 -1.909 0.526  0.767
C 2.420 -3.345 -1.357  0.131
C -1.792 -2.216 -0.433  0.136
C -5.727 -7.227 -0.608  -0.091
C 8.664 -3.719 -3.214  0.111
C 1.066 0.915 1.935  0.491
C -7.848 -1.417 -0.560  -0.255
C 3.084 -1.969 0.716  0.084
C -2.411 -0.468 1.837  -0.660
C 0.267 -1.153 1.362  -0.436
B 4.900 -3.163 -0.599  0.291
B -3.381 -2.294 -0.872  0.694
H -1.013 2.032 1.991  -0.063
H 6.884 -2.236 0.607  0.214
H -2.231 4.947 5.147  -0.162
H 7.524 -3.956 1.095  0.219
H 2.733 2.555 1.683  0.261
H 3.873 10.026 -0.161  0.294
H -3.947 5.859 8.760  0.295
H -7.562 -0.380 -0.752  0.288
H 8.592 -4.791 -3.012  0.288
H -1.864 7.510 -1.528  0.303
H 2.677 9.092 -1.105  0.233
H -3.560 -3.170 2.224  0.309
H -2.174 3.233 4.644  0.326
H 3.092 0.931 0.765  0.132
H -0.796 -3.644 -2.204  0.331
H -10.048 -4.404 -3.664  0.230
H -0.394 6.886 -0.725  0.037
H -0.445 1.506 0.254  0.188
H -3.458 -0.262 -0.883  0.308
H -3.889 4.145 8.257  0.262
H -5.332 -3.571 -1.049  -0.144
H 6.438 -2.974 2.296  0.215
H -1.904 0.123 2.710  0.331
H -9.912 -5.033 -5.331  0.323
H -3.769 -4.651 -0.982  0.141
H -6.586 -7.086 -1.268  0.074
H 6.207 -0.280 -6.403  0.292
H 3.306 0.925 2.639  0.304
H -5.856 -8.144 -0.027  0.299
H 4.059 5.977 -0.480  -0.234
H 4.195 4.611 0.665  0.336
H 5.747 -2.031 -2.106  0.282
H -2.971 0.334 1.159  0.167
H 7.594 -1.178 -5.722  0.031
H 7.672 -3.265 -3.151  -0.040
H -4.225 -3.574 -2.574  0.249
H 0.428 2.986 1.044  -0.125
H -7.426 -1.746 0.393  0.241

Properties
Total energy (eV): -294604.0826
Molecular weight (g/mol): 1197.259
Total charge: 0
Structure (SMILES): COB(O)N1C(=O)c2cc(B(C)O)c(COO)c(N=C(C)C)c2C1=O.ClCCl.ClCCl.ClCCl.ClCCl.ClCCl.ClCCl.ClCCl.ClCCl.ClCCl.ClCCl
Kohn-Sham gap (eV): 6.940